46
Properties=species:S:1:pos:R:3 method="wB97M-V/def2-TZVPD" smiles="CCOC(=O)[C@@H]1CCCN(Cc2cn[nH]c2-c2ccc(F)cc2F)C1" e_above_lowest_kj_mol=6.6 e_lumo_ev=0.797 homo_energy_ev=-8.2 total_charge=0
C -3.7695 -3.2292 -1.3624
C -3.2371 -3.1064 0.0578
H -3.4038 -4.0258 0.6230
H -3.7109 -2.2613 0.5680
O -1.8212 -2.9162 0.0676
C -1.3742 -1.6704 -0.1071
O -2.0938 -0.7098 -0.2383
C 0.1281 -1.5863 -0.0380
C 0.8624 -2.7834 -0.6383
C 2.3636 -2.5832 -0.4475
C 2.6795 -2.4056 1.0427
N 1.9307 -1.3510 1.6924
C 0.5167 -1.4609 1.4589
H 0.0118 -0.5977 1.8988
H 0.1659 -2.3673 1.9683
C 2.5063 -0.0197 1.6943
C 2.5883 0.7046 0.3820
C 1.6467 1.4824 -0.2895
N 2.2270 1.8252 -1.4695
N 3.4552 1.3478 -1.5970
C 3.6875 0.6651 -0.4940
H 4.6276 0.1707 -0.3484
H 1.8230 2.3779 -2.2092
C 0.2900 1.8966 0.0488
C -0.7132 1.9491 -0.9217
C -2.0136 2.3078 -0.6363
C -2.3216 2.6240 0.6729
C -1.3630 2.6060 1.6704
C -0.0692 2.2449 1.3507
H 0.6870 2.2517 2.1190
H -1.6347 2.8713 2.6795
F -3.5815 2.9775 0.9796
H -2.7642 2.3161 -1.4082
F -0.4114 1.6360 -2.2009
H 1.9296 0.5642 2.4156
H 3.5240 -0.1209 2.0855
H 3.7444 -2.2122 1.1837
H 2.4314 -3.3391 1.5638
H 2.9104 -3.4468 -0.8288
H 2.6896 -1.7034 -1.0049
H 0.6234 -2.8766 -1.6995
H 0.5416 -3.6970 -0.1343
H 0.4264 -0.6756 -0.5604
H -3.2667 -4.0402 -1.8839
H -3.5977 -2.3013 -1.9021
H -4.8367 -3.4295 -1.3362